Entry 1:
A cluster of 5 separate species, C30H70O13P in total, computed with wB97M-V/def2-TZVPD.

Geometry (Å):
O (-10.512, 1.663, -2.474)
H (-11.921, 2.356, -3.816)
C (5.200, -0.869, -2.477)
H (8.874, -2.475, 3.431)
O (3.013, -1.838, -3.242)
H (-6.591, -0.927, 3.834)
H (-3.559, -1.950, 4.523)
H (0.336, 6.648, -2.137)
O (-8.741, -0.795, -2.114)
H (4.924, -2.498, 0.291)
O (8.091, -4.875, 1.147)
H (-1.487, 7.369, 0.548)
H (10.433, -2.201, 0.523)
H (9.362, -6.160, 4.930)
C (5.597, -2.114, -0.480)
H (1.737, -3.020, -2.248)
C (9.507, -6.889, 4.130)
H (-3.899, 4.838, -0.798)
C (-10.866, 0.495, -1.751)
H (10.095, -4.889, 0.606)
H (5.780, -2.927, -1.188)
C (-6.943, 0.966, -2.135)
H (-0.994, 2.100, 1.460)
H (2.265, 2.018, -1.816)
H (-11.252, 0.743, -4.203)
H (-6.324, -0.363, 2.178)
C (3.913, -0.742, -3.284)
C (9.009, -2.923, 2.438)
H (-8.554, 0.675, -3.571)
C (11.089, -2.563, 1.319)
C (-7.093, 1.961, 0.029)
H (-10.084, -1.132, -0.665)
H (-0.439, 0.421, 1.220)
C (-7.937, 0.092, -2.890)
H (-9.156, 0.318, -0.417)
H (5.770, 0.059, -2.628)
H (-0.971, 0.955, 2.816)
C (-1.737, 4.817, -1.317)
C (-0.525, 7.896, 0.500)
H (0.758, 1.759, -0.932)
H (-11.473, 0.828, -0.898)
O (-4.633, -0.869, 3.184)
H (-6.330, 2.736, 0.139)
C (0.545, 6.960, 1.150)
H (-4.453, -1.202, 0.785)
O (-2.510, 0.687, 1.485)
C (0.071, 4.128, 0.093)
H (-1.929, -1.297, 2.818)
O (4.989, -0.990, -1.081)
H (3.046, -2.451, -1.257)
H (-0.618, 4.415, 0.925)
H (-6.248, 0.335, -1.574)
H (5.808, -1.689, -2.869)
C (-2.940, 4.477, -0.414)
H (0.890, -1.497, -0.602)
H (-1.767, -0.160, -0.268)
H (-3.345, 0.622, -0.357)
H (-4.460, -2.944, 3.366)
H (-6.690, 0.997, 0.350)
H (-11.487, -0.179, -2.346)
H (0.024, 6.405, 1.938)
C (1.292, 6.268, -1.764)
H (-2.076, -3.022, 2.974)
H (10.595, -7.176, 1.310)
C (-1.159, 1.058, 1.742)
H (8.924, -7.449, 1.828)
C (2.339, -2.133, -2.021)
C (8.079, -4.128, 2.357)
H (-7.343, -0.568, -3.528)
H (1.329, 7.602, 1.571)
H (-6.202, -2.088, 2.529)
H (-0.637, 8.863, 1.005)
O (10.110, -6.226, 3.036)
H (1.692, 5.451, -2.366)
C (9.281, -5.581, 0.815)
O (-2.779, -2.338, 1.232)
H (4.222, -0.667, -4.332)
H (-2.079, 4.705, -2.364)
H (-6.364, 1.520, -2.884)
O (-0.645, 3.951, -1.163)
H (-0.351, 8.079, -0.566)
H (0.950, 1.136, -2.602)
H (11.642, -1.724, 1.750)
H (-10.268, 2.189, -4.431)
C (1.371, -1.079, -1.496)
O (-7.570, 1.928, -1.304)
H (-1.419, 5.862, -1.220)
C (-6.002, -1.089, 2.926)
O (2.016, 0.113, -1.102)
O (10.385, -3.258, 2.330)
H (3.392, 0.190, -3.066)
H (11.809, -3.250, 0.867)
C (-3.425, -1.344, 0.448)
C (1.453, 1.308, -1.645)
H (-3.503, -1.780, -0.554)
H (7.063, -3.730, 2.446)
H (-3.011, 3.402, -0.223)
H (0.591, -0.892, -2.241)
H (8.713, -2.172, 1.702)
P (1.255, 5.612, 0.012)
H (-7.931, 2.209, 0.685)
H (8.205, -4.797, 3.208)
H (10.165, -7.681, 4.502)
H (9.054, -6.059, -0.143)
C (-2.606, -2.128, 2.630)
H (-2.782, 4.943, 0.567)
H (2.054, 7.058, -1.771)
H (8.531, -7.309, 3.876)
C (-9.670, -0.261, -1.184)
C (-3.871, -2.028, 3.474)
H (6.536, -1.822, 0.001)
C (-11.025, 1.729, -3.790)
C (9.716, -6.697, 1.758)
C (-2.705, -0.013, 0.273)

Computed properties:
spin multiplicity	1
HOMO energy	-0.0713	Ha
frontier orbital gap	4.02	eV
E_LUMO	2.08	eV
total charge	-1

Entry 2:
An isolated molecule of C4H4O2, computed with wB97M-V/def2-TZVPD.

Geometry (Å):
O (2.266, -0.079, -0.102)
H (-2.189, 1.105, 0.198)
C (0.123, 1.021, -0.091)
C (1.009, -0.014, -0.056)
H (2.427, -1.109, 0.358)
C (-1.157, -0.778, 0.013)
H (0.544, 1.988, 0.004)
O (0.068, -1.120, -0.197)
H (-1.906, -1.585, 0.048)
C (-1.185, 0.570, -0.176)

Computed properties:
spin multiplicity	1
HOMO energy	-0.2927	Ha
frontier orbital gap	8.30	eV
SMILES	Oc1ccco1
E_LUMO	0.33	eV
relative energy (zero: lowest compared OMol25 entry of this formula, charge and spin)	2.419	eV

Entry 3:
An isolated molecule of C2H5NS3, computed with wB97M-V/def2-TZVPD.

Geometry (Å):
N (0.082, 0.384, 1.336)
H (2.427, 0.221, 1.096)
H (-1.317, -1.433, -0.714)
H (-0.800, -1.253, -2.405)
C (-0.519, -1.074, -1.369)
S (-0.885, 2.751, 0.655)
S (1.471, -0.682, 1.281)
C (-0.341, 1.193, 0.354)
H (0.412, -1.604, -1.175)
H (-0.159, 0.777, 2.247)
S (-0.370, 0.719, -1.305)

Computed properties:
spin multiplicity	1
HOMO energy	-0.3092	Ha
frontier orbital gap	8.42	eV
SMILES	CSC(=S)NS
E_LUMO	0.01	eV
relative energy (zero: lowest compared OMol25 entry of this formula, charge and spin)	0.152	eV

Entry 4:
A cluster of 10 separate species, C4H29N2O10S in total, computed with wB97M-V/def2-TZVPD.

Geometry (Å):
H (-0.030, 4.255, 0.301)
H (-1.282, 2.722, -0.624)
H (0.374, 3.273, -2.277)
H (-0.185, -3.389, -1.798)
C (-0.447, 2.040, -0.696)
H (-0.552, -1.569, 2.671)
O (-1.548, -2.164, 0.787)
O (0.656, -3.506, -0.240)
H (0.690, 1.761, 1.211)
C (-2.274, 0.589, 0.038)
H (0.955, -1.247, 1.774)
H (-0.735, -2.377, -2.700)
H (2.157, -0.761, -0.907)
H (-0.751, -1.495, 0.634)
H (1.251, -4.165, -0.223)
N (0.558, 3.752, 0.850)
C (0.665, 2.460, 0.360)
H (-0.034, 0.490, 3.060)
H (0.279, 3.743, 1.813)
O (-0.638, 1.303, 3.165)
O (0.365, -1.049, 2.701)
H (3.350, -0.141, -1.452)
O (-2.469, 1.081, 1.407)
H (-3.007, 1.304, -0.233)
H (-0.949, 0.320, -2.819)
C (0.184, 2.209, -2.094)
H (-0.333, 1.704, 4.080)
N (-0.946, 0.723, -0.405)
H (-2.623, -0.338, 0.153)
H (-1.225, -2.947, 0.482)
H (2.456, -2.063, 0.761)
H (3.831, 0.852, 1.230)
H (1.140, 1.629, -2.233)
O (3.411, 0.884, 0.375)
O (-0.786, -3.356, -2.572)
H (-0.305, 0.160, 0.164)
H (-1.998, 0.657, 2.126)
O (2.463, -0.405, -1.806)
O (1.741, -1.463, 0.544)
H (-2.208, -2.698, -2.196)
O (-2.996, -2.394, -1.716)
H (2.567, 0.367, 0.548)
H (-2.659, -2.033, -0.991)
S (-1.126, 1.627, -3.150)
H (1.241, -2.603, -0.143)
H (1.772, 2.256, 0.039)

Computed properties:
spin multiplicity	1
HOMO energy	-0.2011	Ha
frontier orbital gap	8.15	eV
E_LUMO	2.67	eV
relative energy (zero: lowest compared OMol25 entry of this formula, charge and spin)	1.761	eV
total charge	-1

Entry 5:
A structure of composition C12H31O11OsP4S4, computed with wB97M-V/def2-TZVPD.

Geometry (Å):
C (3.187, -2.638, -3.528)
O (2.109, 0.615, 3.965)
H (2.123, -2.417, -3.495)
C (3.603, -2.465, 2.295)
H (-2.717, -0.064, 4.650)
H (-4.254, 2.035, -1.277)
H (4.799, -3.039, -2.132)
O (0.785, -1.064, 2.533)
O (-2.209, 2.387, 3.073)
H (5.751, -2.528, 2.392)
H (4.976, -4.120, 2.380)
O (-0.459, 1.469, 5.226)
H (-4.825, 0.635, -0.361)
H (-1.772, -1.374, 3.945)
H (-3.020, 4.070, -5.292)
C (3.736, -2.804, -2.136)
H (-4.349, -0.024, -2.670)
C (4.894, -3.098, 2.749)
S (-0.175, 1.603, -1.100)
H (4.924, -3.121, 3.839)
H (-1.135, 2.153, 5.104)
C (-1.814, 3.965, -2.774)
H (-2.291, 2.582, -5.916)
P (0.889, -0.374, 3.846)
O (-0.745, 2.023, -3.919)
P (2.769, -1.474, -0.082)
H (2.729, -3.029, 2.616)
H (-0.671, 3.905, -4.573)
C (-2.606, 3.100, -5.012)
H (-2.278, 4.925, -3.011)
H (3.342, -3.559, -4.092)
C (-3.014, -1.199, -1.490)
S (-0.115, -0.779, -3.473)
C (-0.674, 0.499, 4.215)
O (-2.553, 0.835, -2.815)
H (3.213, -3.593, -1.590)
P (-0.962, 0.832, -2.894)
P (-1.236, 1.354, 2.690)
C (-3.515, 0.140, -1.986)
C (-1.427, 3.295, -4.077)
O (-1.482, 0.262, 1.644)
O (0.136, 2.022, 2.091)
H (3.692, -1.823, -4.046)
S (2.515, 0.433, 0.454)
Os (0.236, 0.033, 0.487)
O (3.611, -1.547, -1.411)
C (-3.961, 1.066, -0.872)
H (-3.171, 1.216, -0.138)
O (3.606, -2.439, 0.851)
H (-0.947, 4.152, -2.143)
H (-3.386, 2.513, -4.527)
C (-1.731, -0.530, 4.636)
H (-2.667, -1.825, -2.310)
H (-2.187, -1.075, -0.787)
H (2.388, 0.906, 3.078)
H (-2.532, 3.368, -2.213)
O (1.210, -1.334, 5.067)
S (0.847, -2.041, -0.343)
H (0.521, -1.987, 5.237)
H (3.508, -1.443, 2.662)
H (-3.830, -1.703, -0.969)
H (-1.507, -0.873, 5.648)
H (0.121, 2.989, 2.083)

Computed properties:
spin multiplicity	2
HOMO energy (alpha / beta)	-0.2792 / -0.2830	Ha
frontier orbital gap (alpha / beta)	7.37 / 7.14	eV
E_LUMO (alpha / beta)	-0.23 / -0.56	eV
relative energy (zero: lowest compared OMol25 entry of this formula, charge and spin)	2.797	eV

no.,total energy (eV)
1,-68140.9584
2,-8304.6581
3,-36150.1085
4,-38908.4825
5,-118443.9271